DFT (ωB97M-V/def2-TZVPD) results for a gas-phase ion, CH3N2O (charge -1) at a distorted geometry.

Structure (XYZ):
```
7
Properties=species:S:1:pos:R:3:forces:R:3
O -0.1445 1.8354 0.1071 0.140 -0.422 0.502
N -0.4407 0.7263 -0.5195 -0.589 1.956 -1.421
C -0.4178 -0.4399 0.2040 0.481 -3.747 -1.750
N 0.8391 -0.4145 -0.5896 0.478 0.191 0.697
H -0.9089 -1.2940 -0.4268 -0.332 1.410 1.897
H -0.4584 -0.5371 1.2917 0.095 0.410 -0.080
H 1.5313 0.1238 -0.0668 -0.274 0.202 0.156
```
Positions in Å, forces in eV/Å.

Properties
- gap between HOMO and LUMO (eV) = 7.19
- net charge = -1
- energy above the lowest of the compared OMol25 structures with the same formula, charge and spin (kJ/mol) = 167.4
- largest force on an atom (eV/A) = 4.16
- M (Da) = 59.05
- HOMO energy (eV) = -2.15
- LUMO energy (eV) = 5.0


DFT (ωB97M-V/def2-TZVPD) results for 2 unconnected molecules or ions with the total composition C4H13NO at a distorted geometry.

Structure (XYZ):
```
19
Properties=species:S:1:pos:R:3:forces:R:3
C -1.2992 0.3885 -1.9525 0.581 -0.290 -1.345
C -0.7911 -0.8819 -1.2331 -1.293 0.378 -0.283
C 0.7060 -0.9594 -0.9842 0.155 -0.803 1.169
N 1.0690 -1.0292 0.4681 -0.145 1.267 -0.167
C 1.7557 0.1997 0.9180 1.035 -1.708 0.892
H -1.6688 0.2433 -2.9828 -0.124 -0.622 0.214
H -2.1242 0.8686 -1.4317 0.337 0.387 0.306
H -0.4386 1.0234 -2.1863 -0.311 0.558 0.702
H -1.3397 -0.8576 -0.2864 0.305 -0.242 0.240
H -1.1779 -1.7663 -1.7493 0.218 -0.039 -0.042
H 1.1164 -1.8957 -1.3658 -0.017 0.134 -0.615
H 1.2137 -0.1160 -1.4460 0.156 -0.003 -0.076
H 0.2140 -1.0436 1.0216 -0.167 -0.214 -0.192
H 1.9079 0.1013 2.0016 -0.329 0.130 0.015
H 2.7884 0.1171 0.5592 -0.115 0.643 -0.449
H 1.2620 1.1446 0.7518 -0.163 0.362 -0.475
H -0.7230 0.9582 2.4980 -0.079 -0.036 0.211
H -1.4666 1.8498 1.5598 -0.147 0.149 0.077
O -1.1648 1.8298 2.4923 0.103 -0.049 -0.182
```
Positions in Å, forces in eV/Å.

Properties
- gap between HOMO and LUMO (alpha / beta) (eV) = 3.22 / 9.29
- net charge = -1
- energy above the lowest of the compared OMol25 structures with the same formula, charge and spin (kJ/mol) = 80.4
- expectation value of S² = 0.751
- largest force on an atom (eV/A) = 2.19
- M (Da) = 91.15
- multiplicity = 2
- HOMO energy (alpha / beta) (eV) = 1.03 / -5.32
- LUMO energy (alpha / beta) (eV) = 4.2 / 4.0